Molecular formula: C2H3F3N2O
Method: DFT, ωB97M-V/def2-TZVPD

Energy above the lowest of the compared OMol25 structures with the same formula, charge and spin: 81.7 kcal per mole
SMILES string: NN1O[C@@H]1C(F)(F)F
DFT total energy: -15299.17242 eV
LUMO energy: 0.78 eV
Kohn-Sham gap: 11.165 eV
Max |F|: 4.09 eV Å⁻¹

The geometry in ORCA input format:
```
! wB97M-V def2-TZVPD RIJCOSX def2/J DEFGRID3
* xyz 0 1
C 1.529 -0.153 0.666
C 3.002 0.036 0.331
N 0.699 -0.663 -0.397
N -0.285 -1.448 -0.076
O 0.715 0.794 0.163
F 3.272 -0.886 -0.695
F 3.384 1.228 -0.150
F 3.908 -0.314 1.273
H 1.276 -0.759 1.579
H -0.635 -1.569 0.831
H -0.877 -1.315 -0.846
*
```

Atom charges from the Löwdin analysis, given in e for atoms 1 to 8:
1. C -0.291
2. C -0.489
3. N -0.054
4. N 0.084
5. O 0.031
6. F 0.072
7. F 0.159
8. F 0.126